(1)
Entry from OMol25: an isolated molecule of C4HNO at a distorted geometry (ωB97M-V with the def2-TZVPD basis set).

The value obtained for the HOMO-LUMO gap is 9.44 eV. For the LUMO energy, the calculation gives -1.94 eV. Its HOMO energy is -0.4186 hartree. The SMILES is N#CC#CC=O. Its max |F| is 8.71 eV/Å. The molar mass comes out at 79.06 g/mol. As for the energy: -7696.82749 eV.

Each line ends with the Mulliken charge.
CARTESIAN COORDINATES (ANGSTROEM)
C1 0.105 0.095 -0.437  0.408
C2 0.052 -1.149 -1.284  -0.012
C3 -0.368 1.512 1.736  0.021
N1 -0.305 2.115 2.762  -0.388
O1 0.016 -1.290 -2.641  -0.431
H1 0.408 -1.991 -0.717  0.306
C4 0.093 0.708 0.581  0.096


(2)
Entry from OMol25: a cluster of 2 separate species, C4HNO2 in total at a distorted geometry (ωB97M-V with the def2-TZVPD basis set).

The value obtained for the HOMO-LUMO gap (alpha / beta) is 8.59 / 8.59 eV. For the LUMO energy (alpha / beta), the calculation gives -0.49 / -0.49 eV. Its HOMO energy (alpha / beta) is -0.3337 / -0.3337 hartree. Its max |F| is 4.53 eV/Å. The molar mass comes out at 95.06 g/mol. As for the energy: -9741.02643 eV.

Each line ends with the Mulliken charge.
CARTESIAN COORDINATES (ANGSTROEM)
O1 2.415 -0.295 -2.117  -0.474
H1 -2.469 0.604 1.069  0.300
C1 1.853 -0.393 -1.061  0.876
C2 1.353 -0.478 0.106  -0.470
N1 -1.092 1.089 -0.563  -0.395
C3 -0.569 -0.774 1.450  -0.047
O2 0.357 -0.738 0.811  0.074
C4 -1.847 0.984 0.305  0.137


(3)
Entry from OMol25: a cluster of 2 separate species, C4HO4 in total at a distorted geometry (ωB97M-V with the def2-TZVPD basis set).

The value obtained for the HOMO-LUMO gap is 8.26 eV. For the LUMO energy, the calculation gives 3.67 eV. Its HOMO energy is -0.1685 hartree. Its net charge is -1. Its max |F| is 3.22 eV/Å. The molar mass comes out at 113.05 g/mol. As for the energy: -12353.83036 eV.

Each line ends with the Mulliken charge.
CARTESIAN COORDINATES (ANGSTROEM)
C1 1.404 -2.683 0.823  -0.961
C2 0.786 -3.695 1.260  0.928
O1 0.290 -4.688 1.669  -0.516
H1 -0.527 1.361 0.677  0.126
C3 -1.161 0.248 0.444  0.066
C4 1.487 -1.516 0.314  0.867
O2 1.976 -0.568 -0.104  -0.405
O3 -2.259 0.435 -0.040  -0.552
O4 -0.503 -0.814 0.661  -0.553


(4)
Entry from OMol25: a cluster of 2 separate species, C4I4 in total at a distorted geometry (ωB97M-V with the def2-TZVPD basis set).

The value obtained for the HOMO-LUMO gap is 8.86 eV. For the LUMO energy, the calculation gives -0.20 eV. Its HOMO energy is -0.3331 hartree. The SMILES is IC#CI.IC#CI. Its max |F| is 1.73 eV/Å. The molar mass comes out at 555.66 g/mol. As for the energy: -36545.20935 eV.

Each line ends with the Mulliken charge.
CARTESIAN COORDINATES (ANGSTROEM)
C1 -1.073 -1.642 0.248  -0.330
I1 0.119 2.092 2.446  0.213
I2 2.722 0.996 -1.955  0.214
C2 1.008 1.243 0.787  -0.187
C3 -1.606 -1.274 -0.761  -0.165
I3 -2.655 -0.447 -2.275  0.232
C4 1.540 1.332 -0.298  -0.244
I4 -0.054 -2.300 1.809  0.267


(5)
Entry from OMol25: a cluster of 13 separate species, C50H100O35 in total at a distorted geometry (ωB97M-V with the def2-TZVPD basis set).

The value obtained for the HOMO-LUMO gap is 10.01 eV. For the LUMO energy, the calculation gives 0.58 eV. Its HOMO energy is -0.3466 hartree. Its max |F| is 4.41 eV/Å. The molar mass comes out at 1261.32 g/mol. As for the energy: -125134.55779 eV.

Each line ends with the Mulliken charge.
CARTESIAN COORDINATES (ANGSTROEM)
C1 1.248 3.910 5.180  -0.362
C2 -0.567 -1.874 0.658  -0.198
H1 0.304 1.344 -1.589  -0.928
H2 -3.992 -4.655 1.432  0.105
O1 4.905 2.143 1.732  0.185
H3 -6.900 -5.381 -3.786  0.326
H4 6.722 5.195 0.127  0.265
H5 -5.364 -6.679 -1.374  0.206
H6 2.994 -3.717 -7.287  0.340
C3 -3.147 0.873 4.484  -1.465
H7 -4.012 0.253 4.468  0.425
H8 -0.484 -7.214 2.056  0.228
O2 0.709 0.507 4.584  -0.243
C4 1.591 5.778 6.692  0.666
H9 -2.440 -1.607 3.454  0.094
H10 4.561 1.434 3.585  0.082
H11 2.747 5.025 0.572  0.137
H12 -6.031 -4.703 -2.388  -0.164
O3 -4.299 -0.060 -1.883  0.380
H13 -6.659 -0.133 -0.200  0.424
H14 -4.807 5.285 -0.163  0.287
C5 5.363 1.531 2.895  -0.932
C6 -4.785 -7.265 -0.702  -1.135
H15 -3.718 3.920 -7.408  0.374
C7 -4.003 4.575 -0.011  -0.349
H16 1.445 -1.043 -2.519  -0.020
O4 -4.134 3.915 1.277  -0.470
H17 1.252 -7.407 2.262  0.415
O5 1.941 7.062 6.615  -0.360
C8 3.131 1.842 -3.835  -0.731
C9 0.661 0.319 6.943  -1.219
H18 5.790 0.579 2.726  0.325
C10 3.466 -3.362 -6.324  -0.251
C11 -3.317 2.963 1.526  0.519
O6 1.252 -2.801 -3.681  -0.408
C12 -1.188 -4.130 0.191  -0.949
H19 -0.826 -1.142 -5.063  0.038
O7 -1.987 2.391 -4.911  -0.213
C13 2.354 3.400 -2.249  -0.033
C14 -5.807 -0.519 -4.939  -0.998
H20 -1.734 1.881 3.173  -0.327
C15 0.346 -7.016 2.714  -1.503
H21 1.782 -2.650 -1.704  0.293
H22 2.960 8.263 7.886  0.213
C16 -1.931 -1.320 -5.238  -1.141
O8 2.485 2.106 -2.588  0.641
C17 -4.600 -5.086 0.647  -0.265
H23 0.285 4.729 -0.329  0.199
C18 1.194 -2.090 -2.460  0.610
O9 2.844 4.383 -2.768  -0.638
H24 4.219 -0.658 -2.015  0.034
C19 4.669 -4.089 -5.781  -1.058
H25 4.326 -5.089 -5.438  0.288
H26 0.246 3.713 5.518  0.369
O10 1.573 3.493 -1.194  0.334
H27 -2.990 5.041 -0.100  0.173
H28 5.365 -4.239 -6.600  0.374
O11 -3.634 2.349 2.670  -0.519
C20 1.423 3.692 3.653  -0.033
H29 2.481 -1.619 5.935  0.457
C21 -4.477 -0.336 -0.486  0.680
H30 1.740 7.115 8.636  0.359
C22 2.994 -2.633 2.147  -0.747
H31 0.448 0.055 2.302  -0.312
H32 -5.329 -0.476 -5.876  0.282
H33 5.051 -3.544 -4.933  0.250
H34 3.734 -2.318 -6.454  0.297
C23 2.273 5.672 -0.211  -1.079
H35 -1.912 -2.863 -3.835  0.729
O12 -2.336 2.657 0.877  -0.087
C24 -2.992 3.209 -6.980  -1.250
H36 -7.316 -3.755 -3.197  0.240
C25 5.093 -0.056 -1.704  -0.353
C26 1.731 0.928 0.815  0.682
H37 -0.413 0.633 0.850  0.215
C27 -4.064 -6.441 0.336  0.834
O13 5.101 3.130 -0.151  0.235
H38 3.293 0.743 -3.771  0.021
C28 2.349 -2.577 -4.388  0.697
H39 -5.665 -5.226 0.900  0.573
O14 -6.138 -1.239 -2.493  -0.566
H40 -1.285 2.007 -1.184  0.354
H41 2.520 2.117 -4.697  0.298
O15 1.594 5.290 5.426  -0.274
H42 -2.007 3.536 -7.227  0.303
O16 -0.512 -4.903 3.423  -0.360
H43 -4.475 -1.401 -0.380  0.042
C29 1.257 0.073 5.574  0.802
H44 -0.451 0.358 6.961  0.240
H45 -2.795 -1.770 5.315  0.344
C30 1.973 7.805 7.823  -0.627
H46 2.779 -2.526 3.192  0.305
H47 -2.089 -1.885 -6.148  0.446
H48 1.098 -0.240 7.775  0.399
H49 1.473 -5.448 3.622  0.521
H50 -5.467 -7.894 -0.068  0.379
C31 1.182 4.866 -0.900  -0.481
O17 -4.144 -3.606 -2.379  -0.345
H51 -3.235 2.232 -7.324  0.313
H52 0.156 -2.021 -2.223  -0.452
O18 0.560 -1.140 0.554  1.199
H53 0.846 1.368 7.191  0.291
H54 -3.234 4.125 -5.005  0.364
H55 -2.569 0.482 2.464  -0.423
O19 -4.781 -0.227 -3.992  0.191
O20 3.257 -1.819 -4.134  -0.485
C32 -5.710 0.335 0.118  -1.592
C33 -4.481 -3.374 -3.593  0.564
H56 -4.082 -7.942 -1.189  0.331
C34 -5.178 -0.554 -2.724  0.010
C35 5.831 2.529 0.821  0.217
O21 -0.274 -2.995 0.080  -0.075
H57 0.114 -7.525 3.643  0.378
H58 -2.525 -0.435 -5.326  0.090
H59 -6.197 -1.537 -4.896  0.333
C36 6.088 -0.797 -0.864  -0.785
H60 -6.525 0.279 -4.883  0.310
H61 2.166 4.415 3.348  0.420
H62 3.296 -3.659 1.932  0.566
O22 0.407 -2.867 3.821  -0.403
C37 -3.104 3.135 -5.499  0.026
H63 2.859 -0.796 4.385  -0.326
C38 -2.092 -1.888 4.492  -0.217
H64 0.930 -5.070 1.991  -0.152
O23 -2.669 3.015 -2.803  -0.582
O24 -5.550 -3.890 -4.212  -0.374
C39 -0.752 1.295 -1.826  1.411
H65 -1.307 -4.625 1.156  0.156
C40 -0.549 -3.625 3.856  0.619
H66 2.607 0.370 1.211  -0.709
H67 -1.271 -1.224 4.766  -0.040
C41 0.628 -5.517 2.942  0.328
C42 -2.503 -1.992 -3.982  0.482
H68 3.378 -0.063 5.891  0.438
H69 1.820 2.714 3.491  -0.208
O25 -2.991 -6.764 0.797  -0.561
H70 6.938 5.547 -1.667  0.349
H71 1.300 8.679 7.795  0.218
H72 0.982 5.357 -1.824  0.473
O26 -0.894 1.574 -3.251  -0.357
H73 -2.701 -1.343 -3.152  -0.384
H74 -1.137 0.287 -1.703  -0.019
H75 -4.070 3.850 -0.815  0.056
H76 6.477 -1.736 -1.286  0.382
H77 1.802 6.583 0.184  0.441
H78 1.688 1.866 1.400  -0.553
O27 1.214 5.227 7.684  -0.575
H79 1.942 3.291 5.790  0.142
H80 4.670 0.782 -1.148  0.016
O28 2.311 -3.336 -5.424  -0.432
O29 -1.754 -3.344 4.313  -0.394
O30 5.536 -1.100 0.452  -0.462
H81 -3.972 2.535 -5.201  0.036
H82 3.040 5.905 -0.912  0.279
H83 1.742 1.067 -0.236  -0.391
H84 5.510 0.298 -2.653  0.501
H85 -0.906 -4.937 -0.502  0.249
O31 -3.770 -2.717 -4.446  -0.474
H86 -2.142 -3.839 -0.247  0.456
H87 2.120 -2.390 1.620  0.063
C43 4.414 -1.725 0.567  0.973
H88 -5.709 1.375 -0.179  0.315
H89 -3.395 1.735 5.100  0.455
O32 3.918 -2.341 -0.343  -0.663
H90 5.374 5.721 -0.945  0.255
H91 6.731 3.099 -1.407  0.441
C44 2.581 -0.660 5.438  -0.931
C45 -2.686 1.352 3.109  1.892
H92 -2.321 0.451 4.994  -0.066
C46 5.848 3.715 -1.276  0.000
C47 -1.900 2.406 -3.559  0.444
H93 -5.727 0.162 1.171  0.411
H94 -4.448 -4.488 -0.257  -0.344
H95 4.067 2.388 -3.881  0.276
H96 0.501 3.827 3.035  0.035
H97 6.964 -0.156 -0.696  0.334
O33 4.086 -1.688 1.873  -0.307
H98 -3.601 0.057 -0.001  -0.254
C48 0.493 0.152 1.189  0.493
H99 6.134 2.066 3.390  0.454
O34 -1.625 -1.559 1.255  -0.263
C49 6.245 5.106 -0.906  -1.207
H100 5.154 3.604 -2.136  -0.042
C50 -6.522 -4.495 -3.330  -0.304
O35 7.044 2.442 0.907  -0.608


(6)
Entry from OMol25: a cluster of 9 separate species, C50H102ClFO12Si in total at a distorted geometry (ωB97M-V with the def2-TZVPD basis set).

The value obtained for the HOMO-LUMO gap is 9.57 eV. For the LUMO energy, the calculation gives 0.48 eV. Its HOMO energy is -0.3339 hartree. The SMILES is CCCCCCC[C@@H](CCO[Si](C)(C)C)OC[C@H](CCCOC)O[C@H](CCCF)CCCCl.CC(C)=O.CC(C)=O.CC(C)=O.CC(C)=O.CC(C)=O.CC(C)=O.CC(C)=O.CC(C)=O. Its max |F| is 1.51 eV/Å. The molar mass comes out at 977.89 g/mol. As for the energy: -101191.63420 eV.

Each line ends with the Mulliken charge.
CARTESIAN COORDINATES (ANGSTROEM)
H1 9.011 5.593 -0.699  0.187
H2 9.862 2.447 -3.440  0.305
H3 -0.706 1.894 6.102  0.371
C1 -2.210 4.927 -1.229  -0.573
H4 -4.068 -2.777 -2.032  0.268
C2 0.390 -0.590 6.951  -1.269
H5 -1.401 -3.840 3.802  0.701
H6 -10.641 -9.095 0.760  0.297
H7 -4.458 -2.465 3.409  0.137
H8 -7.819 -7.500 -1.259  0.308
O1 0.256 -2.068 -2.253  -0.401
H9 4.659 7.799 -2.182  0.318
H10 -2.561 -0.362 -0.944  -0.660
H11 -8.999 1.188 4.225  0.312
H12 6.024 8.833 -2.643  0.335
H13 -0.729 -1.266 0.328  -0.475
H14 0.995 0.230 7.340  0.345
C3 0.982 -1.022 -2.895  -0.167
C4 -7.510 -8.061 -0.376  -0.931
H15 -2.882 -0.057 -3.558  -0.177
O2 10.980 7.512 0.160  -0.488
H16 12.526 8.448 2.654  0.337
C5 5.492 7.914 -2.877  -1.253
O3 -7.159 -1.189 4.896  -0.545
C6 -6.169 0.911 4.397  -0.511
H17 -6.096 -0.087 -5.619  0.328
H18 -2.053 0.783 6.459  0.336
H19 1.401 0.800 -1.684  0.797
H20 -0.135 -2.427 2.110  0.453
C7 -0.906 -8.086 3.107  0.828
C8 10.305 9.519 1.233  -1.118
C9 2.472 -1.319 -2.953  -0.375
C10 -1.243 1.007 5.762  -0.604
H21 6.640 4.625 -2.918  -0.289
C11 11.744 7.731 2.399  -1.117
H22 2.649 -2.094 -3.687  0.397
C12 -5.298 -3.326 -0.363  -0.100
H23 -1.632 5.224 0.836  0.344
H24 5.345 2.968 -0.727  0.158
F1 -6.157 -4.127 -2.458  -0.337
H25 -1.669 1.200 4.773  -0.152
H26 -9.774 -7.643 1.295  0.307
O4 -3.310 -4.165 3.136  -0.459
C13 5.686 -0.971 -1.036  -1.218
C14 -1.614 3.546 -1.449  -0.165
H27 -2.031 -0.382 2.098  -0.597
H28 -9.358 -0.099 5.390  0.320
H29 -3.352 -1.418 -4.590  0.417
H30 -3.136 4.334 0.562  0.253
C15 -8.624 -8.979 0.072  0.744
C16 0.202 1.288 -3.476  -0.354
C17 5.325 1.949 -0.370  -1.089
H31 6.244 1.792 0.180  0.389
H32 -0.233 0.242 -1.687  -0.819
O5 -3.505 1.561 -5.375  -0.532
H33 -1.172 -10.071 3.876  0.324
C18 10.254 3.404 -3.102  -1.294
C19 -2.006 -3.613 2.928  -0.663
C20 -3.950 -3.244 -1.066  -1.689
H34 12.200 6.762 2.213  0.286
H35 -1.734 -6.296 3.909  -0.093
H36 9.551 9.504 2.021  0.334
C21 -2.993 -2.408 -0.229  2.407
H37 7.321 0.709 -3.050  0.352
C22 0.638 0.373 -2.316  0.177
H38 -4.902 -0.842 -6.702  0.338
O6 0.076 -7.516 2.693  -0.541
O7 3.636 0.720 -2.274  -0.104
C23 3.330 -0.138 -3.368  -0.870
H39 11.027 10.311 1.439  0.339
H40 -2.098 -7.758 4.850  0.447
H41 6.600 2.329 -2.939  -0.388
C24 9.736 5.297 -1.448  -1.156
H42 6.133 -1.658 -1.736  0.355
H43 -3.501 -4.214 -1.236  0.553
H44 -7.281 -3.866 -0.830  0.403
O8 -0.105 -0.738 4.635  -0.494
H45 -3.114 5.025 -1.807  0.332
H46 5.047 5.159 -2.356  0.296
C25 -3.771 -0.251 0.890  -0.979
H47 -3.183 -2.657 0.810  -0.849
C26 11.007 8.185 1.161  0.811
H48 1.336 -1.677 -0.505  0.566
C27 -3.334 -0.915 -0.428  0.263
O9 -1.709 -2.809 -0.671  -0.509
H49 2.880 -1.690 -2.022  0.102
H50 -6.633 -8.653 -0.624  0.316
H51 4.525 1.816 0.344  0.352
H52 -1.449 4.195 -3.491  0.514
H53 -3.286 -2.758 4.666  0.353
O10 -8.476 -10.176 0.117  -0.548
C28 -7.306 0.009 4.809  0.745
H54 -2.289 2.791 -1.062  -0.169
H55 -3.126 6.041 0.370  0.400
H56 -2.031 1.005 1.061  0.194
C29 6.436 6.741 -2.754  0.712
H57 6.352 -0.784 -0.207  0.378
H58 -2.039 2.574 -3.285  0.078
O11 8.356 3.372 -1.677  -0.440
H59 4.238 -0.485 -3.855  0.579
H60 -4.710 -3.752 4.600  0.343
C30 -9.931 -8.328 0.460  -1.059
C31 0.121 2.792 -3.162  -1.520
H61 0.832 1.087 -4.330  0.711
H62 -6.426 1.446 3.482  0.355
H63 -0.788 0.957 -3.749  0.069
H64 -0.691 -5.029 2.085  0.036
H65 10.302 4.089 -3.950  0.321
H66 -2.939 -7.439 3.303  0.302
C32 0.587 -2.347 -0.913  -1.350
C33 -5.176 0.078 -6.183  -1.358
H67 -7.253 -7.368 0.426  0.253
H68 -8.526 1.370 5.931  0.321
H69 0.761 -3.544 1.173  0.722
C34 -0.225 -3.121 1.296  -1.803
H70 2.777 0.441 -4.099  0.248
H71 -5.132 -3.678 0.647  0.102
C35 -2.658 0.385 1.683  0.658
H72 10.717 5.217 -0.976  0.533
H73 11.050 7.641 3.236  0.333
Si1 5.233 0.704 -1.771  0.440
H74 5.106 7.978 -3.896  0.324
C36 6.413 1.286 -3.117  -0.429
C37 -0.615 -2.303 0.042  1.625
H75 -0.717 3.475 -0.849  0.420
H76 -6.201 -5.219 -0.712  0.152
C38 -1.310 3.284 -2.926  -0.475
H77 -0.244 -9.976 2.368  0.322
H78 0.526 3.317 -4.017  0.475
H79 9.765 6.055 -2.223  0.356
C39 -1.247 -4.179 1.721  -0.273
O12 7.592 6.898 -2.437  -0.468
H80 -1.457 5.643 -1.535  0.376
C40 5.865 5.377 -3.045  -0.439
C41 -6.288 -4.208 -1.095  -0.468
H81 -4.209 -0.849 -1.054  0.205
H82 -5.292 0.309 4.220  -0.169
Cl1 -3.321 1.268 3.086  -0.239
C42 -2.522 5.157 0.232  -1.320
H83 0.740 3.005 -2.303  0.518
C43 -1.997 -7.348 3.843  -0.691
H84 -5.347 0.861 -6.918  0.360
H85 -2.059 -2.530 2.870  0.207
H86 -2.004 -9.759 2.333  0.319
H87 4.790 -1.385 -0.600  0.294
H88 -10.341 -7.777 -0.388  0.310
C44 -1.096 -9.571 2.909  -1.192
H89 -5.956 1.627 5.193  0.370
H90 11.256 3.255 -2.700  0.364
C45 -3.689 -0.475 -4.157  -0.283
H91 -4.549 -0.663 -3.511  0.261
H92 5.493 5.339 -4.070  0.370
H93 0.614 -1.018 -3.909  0.390
H94 -4.217 -1.005 1.521  0.178
C46 9.348 3.972 -2.034  0.897
C47 -4.065 0.497 -5.251  0.614
H95 -1.877 -4.553 0.929  0.534
H96 -0.350 -0.879 7.699  0.346
H97 5.929 1.194 -4.082  0.449
C48 -0.300 -0.163 5.680  0.813
H98 -5.714 -2.327 -0.338  0.239
H99 9.818 9.721 0.282  0.278
C49 -3.978 -3.245 3.991  -0.786
C50 -8.635 0.662 5.108  -1.180
H100 0.962 -3.363 -0.889  0.439
H101 1.036 -1.440 6.746  0.319
H102 -4.522 0.497 0.686  0.595